[1]
Entry from OMol25: a 12-piece molecular cluster, C6H33N2O11 overall (ωB97M-V with the def2-TZVPD basis set).

Properties
Kohn-Sham gap ... 10.28 eV
Total charge ... +1
ΔE to the lowest compared entry with this formula, charge and spin ... 3.958 eV
E_HOMO ... -12.9 eV
F_max ... 2.38 eV Å⁻¹

Each line ends with the natural charge from an NBO analysis.
Cartesian coordinates (Å):
C: -0.83 1.64 1.42  -0.65
C: 0.28 2.35 0.67  -0.21
N: 0.94 1.42 -0.23  -0.30
C: 0.73 1.37 -1.61  -0.04
C: 1.12 0.17 -2.08  -0.04
N: 1.74 -0.45 -1.03  -0.28
C: 1.54 0.25 0.10  0.25
C: 2.35 -1.77 -1.07  -0.42
H: -0.49 0.75 1.97  0.24
H: -1.62 1.31 0.75  0.23
H: -1.24 2.18 2.28  0.25
H: 1.00 2.91 1.26  0.23
H: -0.17 3.11 0.04  0.21
H: 0.09 2.14 -1.99  0.24
H: 0.91 -0.43 -2.95  0.26
H: 1.80 -0.07 1.10  0.27
H: 2.90 -1.95 -0.14  0.25
H: 3.08 -1.73 -1.88  0.22
H: 1.58 -2.52 -1.21  0.25
O: 0.97 -1.32 2.88  -0.98
H: 0.56 -1.77 3.63  0.50
H: 0.60 -1.76 2.10  0.50
O: -3.63 -0.35 -0.51  -0.97
H: -3.00 -0.47 -1.25  0.48
H: -4.50 -0.45 -0.91  0.47
O: -1.85 -0.37 3.86  -0.94
H: -1.88 -0.91 4.66  0.48
H: -1.10 0.21 3.99  0.46
O: 0.88 3.25 -4.52  -0.94
H: 0.71 4.03 -3.98  0.47
H: 1.83 3.21 -4.59  0.47
O: -1.79 -0.53 -2.67  -0.98
H: -2.40 -0.92 -3.31  0.49
H: -1.63 0.36 -3.00  0.52
O: 0.64 -3.65 1.08  -0.98
H: -0.04 -3.78 0.41  0.49
H: 1.00 -4.53 1.24  0.49
O: 4.87 -0.27 1.01  -0.94
H: 4.77 0.19 0.16  0.47
H: 5.07 0.44 1.63  0.47
O: -1.11 -2.87 -1.36  -0.98
H: -1.54 -2.05 -1.67  0.49
H: -1.84 -3.46 -1.14  0.48
O: -4.75 1.21 1.62  -0.92
H: -5.23 1.03 0.81  0.46
H: -3.86 1.38 1.33  0.46
O: -2.45 2.22 -2.44  -0.96
H: -3.41 2.21 -2.49  0.49
H: -2.25 2.86 -1.75  0.48
O: 3.74 -1.55 3.47  -0.95
H: 2.81 -1.53 3.19  0.48
H: 4.12 -0.75 3.13  0.45


[2]
Entry from OMol25: a 12-piece molecular cluster, C6H33NO11 overall (ωB97M-V with the def2-TZVPD basis set).

Properties
Kohn-Sham gap ... 8.75 eV
Total charge ... 0
ΔE to the lowest compared entry with this formula, charge and spin ... 4.742 eV
E_HOMO ... -8.5 eV
F_max ... 5.02 eV Å⁻¹

Each line ends with the natural charge from an NBO analysis.
Cartesian coordinates (Å):
C: 0.60 2.24 -2.57  -0.41
N: 0.64 1.13 -1.63  -0.67
C: 0.29 1.43 -0.28  0.14
C: 1.12 2.09 0.55  -0.25
C: 2.38 2.84 0.16  -0.67
C: -1.77 1.56 1.02  -0.40
C: -0.96 0.83 0.26  -0.21
H: 1.57 2.73 -2.65  0.19
H: -0.06 3.07 -2.29  0.19
H: 0.26 1.93 -3.51  0.21
H: 0.18 0.31 -1.92  0.38
H: 0.88 2.01 1.61  0.21
H: 3.09 2.68 0.98  0.22
H: 2.26 3.91 -0.05  0.22
H: 2.79 2.29 -0.70  0.22
H: -2.67 1.07 1.42  0.19
H: -1.58 2.57 1.31  0.22
H: -1.11 -0.20 -0.06  0.21
H: -0.61 2.13 4.45  0.49
H: 0.16 1.08 3.90  0.45
O: 0.31 1.81 4.38  -0.94
H: 1.22 -1.63 -3.45  0.52
H: 1.41 -3.12 -3.55  0.47
O: 0.79 -2.45 -3.78  -0.95
H: -2.12 -3.93 0.34  0.49
H: -1.13 -3.33 -0.66  0.52
O: -1.24 -3.60 0.25  -0.99
H: 1.61 -0.37 1.54  0.48
H: 0.47 -1.25 2.15  0.50
O: 1.35 -1.26 1.70  -0.99
H: 0.80 -3.32 -0.16  0.48
H: 1.87 -2.51 0.61  0.50
O: 1.73 -3.08 -0.18  -0.99
H: 0.67 4.04 1.89  0.48
H: -0.03 5.32 1.63  0.47
O: -0.22 4.44 1.84  -0.94
H: -1.25 -2.30 -2.83  0.49
H: 0.00 -3.17 -2.72  0.48
O: -0.85 -3.06 -2.37  -1.00
H: -3.21 -0.53 -4.07  0.49
H: -2.73 -2.02 -4.08  0.48
O: -2.56 -1.13 -3.67  -0.97
H: -1.14 -2.59 1.62  0.51
H: -0.72 -2.34 3.16  0.48
O: -1.17 -1.97 2.39  -0.99
H: 2.41 -0.13 -1.75  0.49
H: 2.33 -1.59 -1.17  0.51
O: 2.42 -1.07 -2.00  -1.01
H: -2.46 2.51 3.23  0.48
H: -2.61 1.03 3.49  0.48
O: -2.58 1.85 3.92  -0.94


[3]
Entry from OMol25: a 12-piece molecular cluster, C6H33NO11 overall (ωB97M-V with the def2-TZVPD basis set).

Properties
Kohn-Sham gap ... 8.78 eV
Total charge ... 0
ΔE to the lowest compared entry with this formula, charge and spin ... 4.366 eV
E_HOMO ... -8.9 eV
F_max ... 2.09 eV Å⁻¹

Each line ends with the natural charge from an NBO analysis.
Cartesian coordinates (Å):
C: -0.61 -1.52 -3.92  -0.40
N: -0.21 -0.72 -2.79  -0.69
C: -0.57 -1.29 -1.46  -0.29
C: 1.38 2.93 0.27  -0.43
C: 0.49 1.94 0.40  -0.22
C: 0.28 0.89 -0.57  -0.25
C: -0.60 -0.10 -0.46  -0.16
H: -1.57 -2.00 -3.77  0.18
H: 0.14 -2.33 -4.02  0.17
H: -0.48 -0.88 -4.79  0.21
H: -0.30 0.28 -2.79  0.38
H: 0.36 -1.92 -1.28  0.21
H: -1.54 -1.80 -1.41  0.22
H: 2.22 3.00 -0.41  0.19
H: 1.21 3.72 1.00  0.22
H: -0.20 1.84 1.24  0.23
H: 0.94 0.86 -1.45  0.17
H: -1.28 -0.23 0.41  0.25
H: 2.31 -2.72 0.18  0.47
H: 2.18 -1.20 0.00  0.52
O: 1.90 -1.94 0.59  -0.98
H: -0.88 -1.47 2.66  0.51
H: -0.47 0.02 2.82  0.49
O: -1.23 -0.58 2.91  -1.01
H: 0.99 2.45 4.00  0.48
H: 1.93 1.54 3.02  0.51
O: 1.13 2.04 3.15  -0.99
H: 2.59 -1.11 3.71  0.48
H: 2.91 -0.45 2.37  0.51
O: 2.48 -0.28 3.24  -0.98
H: -1.24 2.07 -1.65  0.48
H: -1.08 3.58 -1.58  0.48
O: -1.65 2.89 -1.95  -0.96
H: 3.33 -1.49 -2.18  0.49
H: 2.09 -0.65 -2.20  0.51
O: 2.89 -0.82 -1.64  -0.98
H: -3.61 1.40 -2.13  0.49
H: -2.84 1.42 -0.85  0.49
O: -3.22 0.78 -1.46  -0.96
H: -3.35 -0.81 0.86  0.50
H: -3.27 -1.16 -0.55  0.48
O: -3.17 -1.61 0.30  -1.00
H: -2.60 0.29 2.37  0.51
H: -4.05 0.36 2.60  0.47
O: -3.43 0.59 1.90  -0.98
H: -1.04 -2.63 1.11  0.50
H: 0.56 -2.52 1.38  0.51
O: -0.33 -2.78 1.73  -1.00
H: 3.66 0.14 -0.11  0.49
H: 3.37 1.45 0.46  0.48
O: 3.48 0.54 0.77  -0.97